[1]
66
Properties=species:S:1:pos:R:3 method="wB97M-V/def2-TZVPD" spin_multiplicity=2 largest_force_ev_per_a=0.27 e_above_lowest_ev=0.027 total_energy_ev=-225500.439
Ru 0.10087 -0.23771 0.07735
S -0.28628 1.68072 1.43194
C -1.32514 1.17843 2.76159
C -1.53506 2.08797 3.81132
C -2.34373 1.76503 4.88126
C -2.97668 0.52453 4.95065
C -2.78648 -0.38105 3.92505
C -1.96999 -0.06236 2.84004
As -1.66346 -1.22294 1.33388
C -1.45221 -3.02501 2.02604
C -2.52055 -3.68801 2.62588
C -2.35421 -4.96780 3.13337
C -1.12403 -5.60268 3.02952
C -0.06622 -4.96360 2.40100
C -0.23285 -3.68155 1.89448
C -3.38048 -1.39834 0.46449
C -4.27881 -0.33727 0.48464
C -5.45329 -0.41230 -0.25146
C -5.72573 -1.53887 -1.01526
C -4.82604 -2.59563 -1.04096
C -3.65382 -2.52650 -0.30108
H -1.04697 3.05345 3.76664
H -2.48611 2.48690 5.67609
H -3.60706 0.27398 5.79339
H -3.27640 -1.34554 3.96577
H -3.49370 -3.21467 2.67636
H -3.18925 -5.47400 3.60040
H -0.99764 -6.60436 3.41967
H 0.88561 -5.46748 2.29055
H 0.57988 -3.20127 1.36634
H -4.05738 0.54985 1.06643
H -6.15195 0.41426 -0.23479
H -6.63713 -1.59090 -1.59686
H -5.03155 -3.47243 -1.64210
H -2.94816 -3.35010 -0.32857
O -3.43862 -2.63057 -5.27468
C -2.77430 -2.19298 -4.38074
S -1.48255 -3.11462 -3.57535
C -1.03273 -1.88139 -2.42348
C -1.74048 -0.68935 -2.47934
S -1.46609 0.59497 -1.41252
S -2.97997 -0.56518 -3.70486
S 0.18589 -2.19803 -1.28684
Se 7.77873 -0.00241 0.56074
N 6.49438 -0.44604 1.71302
C 5.35471 -0.26540 1.10466
C 4.06082 -0.53474 1.72267
C 3.91944 -0.95590 3.04077
C 2.64764 -1.14875 3.53421
C 1.55857 -0.97661 2.69129
N 1.68055 -0.63824 1.40796
C 2.91524 -0.35321 0.94745
C 2.98650 0.22025 -0.39030
N 1.80793 0.49509 -0.98011
C 1.81612 1.00219 -2.20859
C 2.99124 1.27391 -2.89851
C 4.20310 1.02406 -2.29204
C 4.20736 0.49022 -1.00680
C 5.42843 0.22080 -0.25511
N 6.62655 0.42175 -0.72988
H 4.79940 -1.09530 3.65385
H 2.47834 -1.43653 4.56195
H 0.55255 -1.11904 3.05843
H 0.84551 1.19954 -2.64422
H 2.93662 1.68525 -3.89620
H 5.14273 1.23459 -2.78469

=====

[2]
22
Properties=species:S:1:pos:R:3 method="wB97M-V/def2-TZVPD" spin_multiplicity=1 largest_force_ev_per_a=2.10 e_above_lowest_ev=0.000 total_energy_ev=-122791.373 total_charge=-2
Ga 0.77615 1.10705 -0.08475
Cl -0.42717 0.20213 1.67360
C 2.62840 0.55072 -0.47386
H 3.25417 1.44768 -0.62112
H 2.62542 -0.06862 -1.38616
H 2.99352 -0.02529 0.38943
Zn -1.39348 -0.85705 -0.36445
C -0.28450 -2.59740 -0.34273
C -3.31680 -1.20720 0.17873
C -0.41775 0.60733 -1.52483
H -3.94177 -0.31551 0.01107
H -3.74942 -2.07297 -0.34566
H -3.29125 -1.44585 1.25083
H 0.76623 -2.29741 -0.42938
H -0.46836 -3.06413 0.63576
H -0.55882 -3.30254 -1.14400
H 0.02519 0.09786 -2.40270
H -1.07938 1.42983 -1.86474
O 0.78861 2.93302 0.62177
C 1.48698 2.95052 1.74428
O 2.26658 2.06152 2.13137
H 1.31746 3.86630 2.34756

=====

[3]
16
Properties=species:S:1:pos:R:3 method="wB97M-V/def2-TZVPD" spin_multiplicity=1 largest_force_ev_per_a=0.53 e_above_lowest_ev=5.057 total_energy_ev=-9875.003
N 2.25314 0.10772 1.20110
C 1.06565 -0.37535 0.77555
O 0.09066 -0.28577 1.56309
C 0.85815 -0.94122 -0.52831
C -1.32703 -0.52083 0.09017
C -1.50253 0.64125 -0.82901
O -0.93740 1.80705 -0.26550
H 2.25747 0.60970 2.07616
H 3.11710 -0.09305 0.72556
H 1.60679 -0.73463 -1.31222
H 0.62338 -2.00319 -0.50579
H -1.51071 -1.49358 -0.34767
H -1.90709 -0.39459 1.00722
H -1.04591 0.39591 -1.79004
H -2.59602 0.76687 -0.94689
H -1.04564 2.51370 -0.91341

=====

[4]
19
Properties=species:S:1:pos:R:3 method="wB97M-V/def2-TZVPD" spin_multiplicity=1 largest_force_ev_per_a=0.30 e_above_lowest_ev=3.435 total_energy_ev=-7449.996
C 1.79823 -0.23337 -0.95938
C 1.09779 0.89056 -0.21621
C -0.66114 1.44388 0.11522
C -1.69093 0.43704 -0.38176
C -1.29973 -0.99491 0.02469
C -0.30361 -0.79206 1.18158
C 0.24033 0.63466 1.01035
H 2.10141 0.07787 -1.96410
H 2.71135 -0.48440 -0.40469
H 1.20572 -1.14583 -1.04644
H 1.76947 1.73079 -0.03108
H 0.30639 1.55076 -0.87414
H -2.56908 0.75767 0.20014
H -1.97651 0.55062 -1.43290
H -2.16641 -1.59314 0.32677
H -0.83792 -1.51988 -0.81868
H 0.48492 -1.55449 1.19692
H -0.82026 -0.85174 2.14660
H 0.60997 1.09600 1.92712

=====

[5]
12
Properties=species:S:1:pos:R:3 method="wB97M-V/def2-TZVPD" spin_multiplicity=1 largest_force_ev_per_a=3.50 e_above_lowest_ev=2.943 total_energy_ev=-18598.976
C -1.71057 0.52382 0.58385
C -0.89674 1.52414 0.94318
C 0.21245 -0.42430 -0.11844
C 0.99553 -1.36091 -0.96185
N -1.10880 -0.59081 -0.02404
O 1.93807 1.08492 1.23961
S 0.80201 1.22456 0.27828
H -2.85841 0.55079 0.51520
H -0.89289 2.50915 1.38133
H 0.55490 -1.42997 -2.03994
H 0.84055 -2.37079 -0.70078
H 2.12389 -1.24061 -1.09640